DFT (the ωB97M-V functional and the def2-TZVPD basis) results for a cluster of 10 separate species, C6H34NO9 in total in a non-equilibrium geometry.

ORCA input file:
```
! RIJCOSX wB97M-V def2-TZVPD def2/J DEFGRID3
* xyz 0 2
O -1.56320 -0.49432 -1.43776
H 0.92033 0.59169 -2.53777
H 3.33046 -2.16553 -1.18152
H -2.05387 1.82632 -3.70003
H 3.89968 -0.96532 -2.39203
H 1.77317 2.36124 0.49678
H 3.05831 0.08610 -0.39233
O 1.57598 -3.07035 0.50437
H 1.68457 1.98251 1.95986
H -0.39988 1.63547 0.74948
C 0.79975 -5.08809 1.65412
H -3.39873 -0.68720 2.74042
O 1.24693 2.50033 1.28416
H 1.70690 -5.67219 1.80906
H -0.52403 -3.19403 3.04879
C 1.11812 -3.55618 1.74173
C 3.04330 -1.33769 -1.82984
H -1.54151 0.61897 1.37342
H -1.69410 1.01322 -2.47475
O -2.05113 1.85972 -2.74342
H 0.68967 4.50812 -1.09265
C 1.85895 0.95997 -2.12370
O -2.56925 -0.25139 2.54481
H 1.46061 -1.56256 -0.19064
H 2.25308 -3.72874 0.33216
H 0.06982 -1.69506 2.38691
C 2.33209 -0.15779 -1.16771
H -0.70404 -0.91586 -1.45721
C -0.11401 -2.74201 2.14565
H -2.94288 3.69699 0.46853
H -1.37972 0.68994 -0.27783
N -1.29898 1.20487 0.58728
H -2.02425 1.90741 0.61006
H 1.93357 -3.45619 2.45808
O -2.65148 4.06607 -1.20370
H -2.58313 0.54224 3.07977
O 0.01582 4.12438 -0.53149
O 1.21108 -0.66785 -0.43319
H 2.39488 -1.78451 -2.58350
H -0.79024 -2.80538 1.29312
H -1.83968 4.51791 -0.97335
H 0.39677 -5.42384 0.69862
H 2.47238 1.28086 -2.96562
H 0.49287 3.81280 0.23764
H 0.07492 -5.22016 2.45741
H -1.92614 -0.64888 -2.30989
H -3.92283 3.08306 1.44561
H -2.37308 3.34596 -1.76953
O -2.98657 3.20620 1.28917
H 1.51866 1.86896 -1.62768
*
```

Properties
energy relative to the best compared isomer or geometry (same formula, charge and spin)	0.0	kcal per mole
electronic energy	-26688.6259	eV